(1)
C45H51AsClMgN5O2PS | wB97M-V/def2-TZVPD

Net charge: +1
HOMO energy: -10.03 eV
Energy above the lowest of the compared OMol25 structures with the same formula, charge and spin: 0.00 kcal/mol

```
108
Properties=species:S:1:pos:R:3:lowdin_charge:R:1
Mg 1.04234 -1.61586 2.82561 0.50
C 1.82895 0.84004 4.28562 -0.18
C 3.18121 0.38188 3.72894 -0.16
N 3.04690 -0.72730 2.76403 -0.10
C 3.93978 -1.87209 3.02138 -0.19
C 3.52689 -2.61752 4.28887 -0.16
N 2.07399 -2.88271 4.30765 -0.09
C 1.39405 -2.56400 5.57378 -0.17
C 1.38143 -1.05585 5.81589 -0.16
N 0.96987 -0.31014 4.61066 -0.09
H 2.00199 1.48420 5.15464 0.13
H 1.31390 1.43742 3.53283 0.09
H 3.67313 1.23992 3.26687 0.13
H 3.83028 0.06058 4.54555 0.11
H 3.22852 -0.40496 1.81552 0.02
H 3.85733 -2.53580 2.15916 0.10
H 4.98735 -1.56462 3.10669 0.13
H 4.09806 -3.54473 4.35997 0.13
H 3.78733 -2.03395 5.17242 0.11
H 1.89883 -3.85114 4.06940 0.13
H 0.36841 -2.92638 5.48444 0.13
H 1.85548 -3.06163 6.43340 0.13
H 0.72426 -0.83848 6.65971 0.13
H 2.37483 -0.71395 6.10953 0.11
H 0.00449 -0.01395 4.69632 0.11
Cl -4.13185 -5.53518 -0.51047 0.68
C -3.12289 -4.51398 0.47046 -0.67
C -3.69839 -3.79970 1.54087 -0.07
C -2.93035 -3.01872 2.35619 0.00
C -1.52518 -2.89746 2.16452 -0.34
O -0.82815 -2.16961 2.96042 -0.13
C -0.96721 -3.60489 1.05176 -0.13
C 0.42846 -3.59448 0.75725 -0.16
O 1.31929 -2.98381 1.36997 -0.07
C -1.78946 -4.41047 0.22548 -0.07
H -4.76400 -3.88388 1.71226 0.11
H -3.37036 -2.46580 3.17604 0.12
H 0.74114 -4.20921 -0.10019 0.14
H -1.34062 -4.95827 -0.59498 0.12
C 2.34156 -1.04490 -5.50492 -0.01
C 2.67666 -0.20836 -4.31867 -0.30
C 2.68030 1.15502 -4.29355 0.01
C 3.00477 1.78819 -3.07641 -0.30
N 3.28209 1.12475 -1.96796 0.12
C 3.26599 -0.22341 -1.97813 -0.82
S 3.51650 -1.18843 -0.62875 0.66
N 2.98132 -0.85138 -3.17013 0.10
C 3.05338 3.28048 -2.99615 -0.01
H 2.16091 -0.41780 -6.37370 0.09
H 1.43899 -1.62309 -5.29799 0.07
H 3.15376 -1.73759 -5.73067 0.10
H 2.43022 1.72503 -5.17538 0.13
H 2.96509 -1.86212 -3.13547 0.14
H 2.50673 3.74386 -3.81552 0.08
H 4.09523 3.60444 -3.05044 0.10
H 2.65553 3.61328 -2.03812 0.07
C -0.13916 -0.22606 -0.56367 -0.41
C -0.39297 0.85053 -1.60990 -0.41
As -0.70975 -0.00966 -3.35483 1.32
C -1.04326 1.57027 -4.44727 -0.42
C -0.58054 2.83556 -4.09738 -0.12
C -0.77179 3.91755 -4.94881 -0.08
C -1.42879 3.74508 -6.15761 -0.08
C -1.89849 2.48703 -6.51188 -0.08
C -1.70284 1.40763 -5.66395 -0.12
C -2.55281 -0.50400 -2.94701 -0.42
C -2.83491 -1.83355 -2.65002 -0.13
C -4.10955 -2.21050 -2.24144 -0.08
C -5.11055 -1.25682 -2.13681 -0.08
C -4.83892 0.07236 -2.43973 -0.08
C -3.56553 0.44735 -2.83969 -0.11
P -0.05521 0.36578 1.17470 1.08
C -1.79095 0.63884 1.66031 -0.36
C -2.02757 1.20492 2.91569 -0.12
C -3.31509 1.36375 3.39609 -0.07
C -4.39627 0.94746 2.62703 -0.07
C -4.17510 0.38595 1.38113 -0.07
C -2.88039 0.23165 0.89713 -0.07
C 0.61872 2.05783 1.01542 -0.37
C -0.15172 3.21554 1.10581 -0.08
C 0.44512 4.46464 1.00029 -0.07
C 1.81399 4.57159 0.79567 -0.08
C 2.58519 3.42292 0.68092 -0.09
C 1.99146 2.17491 0.79501 -0.13
H 0.81396 -0.72643 -0.75087 0.02
H -0.90002 -1.01445 -0.58178 0.06
H 0.47937 1.50148 -1.67199 0.04
H -1.26034 1.46901 -1.36615 0.08
H -0.08207 2.99702 -3.14922 0.08
H -0.41603 4.89892 -4.66032 0.10
H -1.58143 4.58774 -6.81888 0.11
H -2.41909 2.34666 -7.45029 0.11
H -2.07816 0.43054 -5.94966 0.10
H -2.05764 -2.58533 -2.74013 0.09
H -4.32060 -3.24782 -2.01877 0.06
H -6.10662 -1.55049 -1.83026 0.11
H -5.62125 0.81739 -2.36629 0.11
H -3.36050 1.48589 -3.07474 0.11
H -1.19152 1.55180 3.51673 0.10
H -3.47896 1.81239 4.36742 0.11
H -5.40493 1.06678 3.00024 0.11
H -5.00783 0.06205 0.77042 0.10
H -2.74805 -0.21278 -0.08200 0.09
H -1.22118 3.14659 1.25869 0.10
H -0.16320 5.35662 1.07668 0.11
H 2.27624 5.54737 0.71901 0.11
H 3.64925 3.49213 0.49250 0.11
H 2.59917 1.28689 0.65798 0.06
```



(2)
C42H106N6O6S2 | wB97M-V/def2-TZVPD

SMILES: CCOS(C)(=O)=O.CCOS(C)(=O)=O.CCN(CC)CC.CCN(CC)CC.CCN(CC)CC.CCN(CC)CC.CCN(CC)CC.CCN(CC)CC
HOMO energy: -8.23 eV
Energy above the lowest of the compared OMol25 structures with the same formula, charge and spin: 44.35 kcal/mol

```
162
Properties=species:S:1:pos:R:3:lowdin_charge:R:1
C -4.51761 1.93753 -4.98592 -0.06
C -3.57462 3.10779 -4.71796 -0.28
O -3.32585 3.04886 -3.31604 -0.28
S -1.99814 3.97232 -2.76388 0.70
C -0.58800 2.90261 -3.37359 -0.09
O -2.04288 5.18778 -3.52394 -0.29
O -2.02538 3.87538 -1.29121 -0.30
H -4.79780 1.90060 -6.03865 0.08
H -5.46726 2.02477 -4.45804 0.08
H -4.09909 0.95313 -4.77641 0.05
H -2.66476 2.87015 -5.26912 0.10
H -3.94101 4.09350 -5.00471 0.12
H -0.92149 1.93623 -2.99544 0.04
H 0.36059 3.11669 -2.88120 0.07
H -0.57438 2.91801 -4.46340 0.06
C 3.02522 -1.33092 6.22595 -0.06
C 3.32169 -0.63561 4.93911 -0.34
O 4.08339 -1.46719 4.12461 -0.28
S 4.23959 -1.13288 2.46082 0.71
C 2.50780 -1.54104 2.00662 -0.09
O 4.49929 0.31059 2.34129 -0.31
O 5.14046 -2.09162 1.77835 -0.30
H 2.23778 -0.86158 6.81565 0.09
H 3.89947 -1.54369 6.84120 0.09
H 2.60163 -2.28248 5.90470 0.08
H 2.36945 -0.41063 4.45874 0.11
H 3.90477 0.26255 5.14264 0.12
H 2.22668 -2.50695 2.42625 0.05
H 2.61369 -1.69908 0.93335 0.04
H 1.79064 -0.76976 2.28753 0.06
C 0.91674 -4.50536 -0.15758 -0.09
C 0.38609 -4.95859 1.18001 -0.28
N 1.36731 -4.94614 2.22778 -0.18
C 0.77925 -5.58121 3.42707 -0.25
C -0.52850 -4.91170 3.80336 -0.10
C 2.67604 -5.52802 1.89804 -0.22
C 3.73039 -5.29434 3.02206 -0.07
H 1.66761 -5.17316 -0.57988 0.06
H 1.33300 -3.49811 -0.14094 0.05
H 0.09608 -4.59391 -0.86946 0.08
H -0.53736 -4.44001 1.43773 0.09
H 0.06492 -5.99647 1.09208 0.12
H 0.57459 -6.64909 3.35057 0.12
H 1.42800 -5.43979 4.29149 0.10
H -0.44713 -3.82480 3.79240 0.06
H -1.32350 -5.17953 3.10741 0.07
H -0.77919 -5.15861 4.83500 0.08
H 3.05380 -5.08157 0.97821 0.09
H 2.60701 -6.58867 1.65645 0.11
H 3.76406 -4.26578 3.38126 0.05
H 4.74683 -5.46682 2.66823 0.07
H 3.61970 -5.89019 3.92805 0.06
C -5.43685 2.04107 3.02456 -0.11
C -6.86640 2.47842 2.91445 -0.26
N -7.14106 3.18804 1.64406 -0.17
C -8.43494 3.87135 1.72540 -0.27
C -8.58248 5.03755 0.70069 -0.08
C -6.98118 2.40794 0.40062 -0.23
C -8.08836 1.35717 0.23839 -0.08
H -5.17254 1.21911 2.35926 0.05
H -5.07398 1.87870 4.03947 0.07
H -4.76203 2.87089 2.81448 0.08
H -7.49652 1.60832 3.09869 0.11
H -7.04367 3.17495 3.73393 0.11
H -9.31671 3.23739 1.63219 0.09
H -8.57547 4.29552 2.71959 0.10
H -8.40954 4.70587 -0.32312 0.06
H -9.59778 5.42759 0.77236 0.07
H -7.90884 5.87384 0.88761 0.07
H -6.00716 1.91873 0.39213 0.09
H -6.99279 3.04071 -0.48682 0.10
H -9.08509 1.79709 0.20521 0.06
H -7.98054 0.70901 1.10809 0.07
H -8.00133 0.73268 -0.65073 0.07
C 3.58174 -4.36360 -3.22578 -0.11
C 3.63152 -3.29990 -2.18924 -0.26
N 4.40593 -2.08154 -2.59527 -0.14
C 4.22156 -1.03246 -1.56124 -0.27
C 4.39364 0.30202 -2.16901 -0.09
C 5.79128 -2.27756 -3.09606 -0.25
C 6.87934 -2.56991 -2.07346 -0.07
H 3.24340 -4.01636 -4.20201 0.07
H 2.90861 -5.19076 -3.00041 0.07
H 4.53668 -4.81948 -3.48727 0.07
H 2.58171 -3.05882 -2.02223 0.08
H 4.06787 -3.76741 -1.30655 0.11
H 3.23567 -1.08805 -1.09968 0.09
H 4.92729 -1.09641 -0.73302 0.10
H 3.89162 0.28865 -3.13642 0.06
H 3.96073 1.07240 -1.53088 0.06
H 5.42616 0.52762 -2.43567 0.08
H 6.08764 -1.42944 -3.71329 0.10
H 5.71200 -3.03523 -3.87564 0.10
H 7.04788 -1.63210 -1.54411 0.07
H 7.79639 -2.91696 -2.54957 0.07
H 6.54174 -3.36797 -1.41223 0.07
C -1.36657 -1.36591 -6.43482 -0.07
C -1.04489 -0.20544 -5.47034 -0.22
N -0.46683 -0.77395 -4.18985 -0.17
C -1.33584 -1.63683 -3.34535 -0.23
C -2.75307 -1.02744 -3.21732 -0.08
C 0.90157 -1.28676 -4.22535 -0.25
C 1.84315 -0.35489 -5.02392 -0.08
H -0.51242 -2.04008 -6.49839 0.07
H -1.47694 -0.95084 -7.43664 0.07
H -2.28002 -1.89615 -6.16548 0.07
H -0.48323 0.61132 -5.92370 0.10
H -1.95902 0.32470 -5.20311 0.07
H -0.86564 -1.77305 -2.37146 0.08
H -1.35489 -2.63912 -3.77334 0.11
H -3.27455 -1.12749 -4.16923 0.06
H -2.65642 0.00053 -2.86796 0.05
H -3.42495 -1.41758 -2.45281 0.07
H 1.24105 -1.41796 -3.19791 0.09
H 0.94927 -2.28168 -4.66802 0.10
H 2.88559 -0.67295 -5.00785 0.06
H 1.50905 -0.28837 -6.05932 0.06
H 1.83978 0.65105 -4.60420 0.06
C -1.79993 -1.51157 2.56365 -0.06
C -1.37411 -1.40421 1.05857 -0.23
N -0.75083 -0.09166 0.79612 -0.18
C -1.58304 1.08147 1.13625 -0.20
C -2.90090 1.22903 0.23230 -0.06
C -0.13993 -0.03626 -0.55763 -0.24
C 0.91419 1.07245 -0.67006 -0.06
H -2.03268 -2.55970 2.75163 0.05
H -2.66990 -0.86827 2.69571 0.06
H -0.98776 -1.13664 3.18647 0.07
H -0.58074 -2.10977 0.81191 0.08
H -2.21792 -1.58009 0.39138 0.11
H -1.84902 1.02133 2.19159 0.09
H -0.97299 1.96477 0.94725 0.09
H -3.41534 2.17824 0.38214 0.06
H -2.72393 1.08438 -0.83346 0.04
H -3.63138 0.47801 0.53308 0.05
H -0.94089 0.15335 -1.27220 0.08
H 0.37093 -0.97716 -0.76214 0.09
H 1.27354 1.03624 -1.69848 0.06
H 1.71843 0.90968 0.04743 0.06
H 0.43032 2.04312 -0.56148 0.06
C 0.75471 2.88750 3.35943 -0.07
C 2.23989 2.91132 2.86105 -0.25
N 2.71675 4.26972 2.68768 -0.19
C 3.99942 4.28127 2.03074 -0.25
C 3.88648 3.71172 0.61587 -0.08
C 2.80381 4.93077 3.99551 -0.26
C 2.94299 6.44803 3.96764 -0.09
H 0.34624 1.89486 3.16992 0.04
H 0.18873 3.63402 2.80222 0.08
H 0.57015 3.09863 4.41274 0.06
H 2.88204 2.34361 3.53443 0.10
H 2.30221 2.35258 1.92723 0.08
H 4.25480 5.33872 1.96254 0.11
H 4.75933 3.78253 2.63232 0.12
H 4.70574 3.91563 -0.07359 0.07
H 3.78828 2.62760 0.67177 0.04
H 3.08636 4.16459 0.03035 0.08
H 3.51367 4.50183 4.70278 0.12
H 1.81645 4.81421 4.44231 0.09
H 2.31237 6.99526 3.26696 0.08
H 3.99880 6.67978 3.82749 0.06
H 2.68575 6.81606 4.96086 0.07
```



Values of max |F|, in order: 0.2 3.8, all in eV/A.